Entry from the Open Molecules 2025 dataset: a 2-piece molecular cluster, C21H39ClF3O5 overall (wB97M-V/def2-TZVPD).

Calculated values
**Relative energy (zero: lowest compared OMol25 entry of this formula, charge and spin)**: 0.000 eV
**DFT total energy**: -53323.648 eV
**Net charge**: -1

XYZ file:
```
69
Properties=species:S:1:pos:R:3:forces:R:3
C 1.258772 -2.839803 3.447145 0.13 0.01 -0.04
C 0.356548 -2.345810 2.318014 -0.14 -0.17 0.01
C 0.809901 -2.824521 0.934570 -0.27 -0.01 0.05
C -0.348897 -2.876163 -0.071613 0.08 0.30 0.11
C 0.074984 -2.790150 -1.552209 -0.11 -0.33 0.03
C -0.532366 -1.625813 -2.341394 0.28 0.09 -0.18
C 0.212330 -0.297368 -2.164297 -0.25 -0.04 0.25
C 0.034881 0.317744 -0.776352 0.00 -0.11 0.13
C 0.237680 1.829584 -0.695228 0.01 0.21 0.03
C 0.497602 2.283922 0.753404 -0.28 -0.32 -0.06
C -0.214641 3.579709 1.180776 0.32 0.13 0.29
C -1.118495 3.357550 2.397610 -0.01 -0.18 -0.15
C -2.342268 2.513545 2.043132 -0.04 0.04 0.45
O -2.335583 1.323750 2.890960 0.33 -0.06 -0.22
C -3.194726 0.362431 2.557422 -0.03 0.50 -0.47
O -2.918091 -0.792155 2.444031 0.05 -0.47 0.37
O -4.423969 0.870977 2.337976 -0.24 -0.05 0.27
C -5.458643 -0.109915 2.215215 -0.29 -0.02 -0.15
C -5.603479 -0.650277 0.787591 0.05 -0.29 0.00
C -6.973892 -0.321683 0.217884 0.04 0.24 0.43
Cl -7.135487 -0.827872 -1.476500 -0.03 -0.07 -0.13
H 2.317553 -2.723386 3.191520 -0.09 0.08 0.03
H 1.079410 -2.304934 4.383896 -0.02 -0.06 -0.06
H 1.091947 -3.906736 3.628730 0.03 0.07 0.00
H -0.662149 -2.710927 2.493468 0.04 0.09 0.04
H 0.283535 -1.253367 2.327306 0.02 -0.07 -0.04
H 1.240518 -3.827744 1.040686 0.17 0.11 -0.13
H 1.577878 -2.148812 0.545584 0.12 -0.17 0.09
H -0.922723 -3.792426 0.103676 -0.03 0.08 0.02
H -1.021397 -2.043836 0.164819 0.00 -0.11 -0.07
H 1.168048 -2.731693 -1.624571 -0.08 0.05 0.00
H -0.199658 -3.728500 -2.048570 0.03 0.07 0.01
H -0.491178 -1.883524 -3.405702 -0.08 0.01 0.05
H -1.592327 -1.499109 -2.079777 0.06 -0.07 -0.02
H 1.274572 -0.469935 -2.349754 -0.07 0.27 -0.12
H -0.160289 0.420049 -2.904590 0.15 -0.07 -0.05
H 0.714489 -0.161089 -0.060587 -0.04 -0.01 -0.11
H -0.985909 0.095182 -0.426089 0.09 0.01 0.10
H -0.684197 2.316778 -1.042923 0.09 -0.01 -0.14
H 1.059859 2.149955 -1.342880 0.00 -0.13 0.01
H 1.574730 2.358616 0.918084 -0.05 0.01 -0.02
H 0.144628 1.476813 1.412185 0.07 0.08 0.00
H 0.517993 4.345766 1.454735 -0.06 0.01 -0.18
H -0.804735 3.976258 0.348079 0.04 0.07 0.06
H -1.422429 4.310070 2.839441 -0.05 -0.07 -0.01
H -0.558402 2.801363 3.155622 -0.02 0.15 0.00
H -3.274261 3.048439 2.230092 0.03 -0.02 -0.18
H -2.297235 2.173387 1.005940 -0.05 0.05 0.01
H -5.287117 -0.918729 2.925714 0.12 0.07 -0.06
H -6.367809 0.415327 2.522302 0.09 0.02 -0.05
H -4.814994 -0.246154 0.148355 -0.08 0.08 0.09
H -5.466075 -1.733936 0.792299 0.02 0.07 -0.07
H -7.757578 -0.820696 0.790306 0.03 -0.03 -0.11
H -7.166212 0.751804 0.267919 0.05 -0.07 -0.14
C 6.584420 -0.112386 -1.837333 -0.07 -0.04 0.00
C 6.089780 1.326458 -1.711384 0.14 0.28 0.29
O 5.487562 1.863358 -2.860149 0.10 -0.43 -0.32
C 4.044606 1.596613 -3.029804 -0.20 0.38 0.18
O 3.314986 1.729476 -1.969806 -0.08 -0.15 0.02
C 3.851997 0.207145 -3.707075 0.14 -0.07 -0.16
F 4.791746 -0.096295 -4.644096 -0.07 -0.01 0.06
F 2.667147 0.196468 -4.369726 -0.03 -0.01 -0.06
F 3.805835 -0.848800 -2.867633 -0.02 0.01 0.03
H 7.066643 -0.263538 -2.804803 0.04 0.01 0.00
H 7.310902 -0.321668 -1.046270 0.02 0.02 -0.01
H 5.776628 -0.835069 -1.742534 0.00 0.03 -0.04
H 6.960669 1.965737 -1.523374 -0.02 0.01 0.02
H 5.417774 1.433807 -0.852707 -0.06 -0.07 -0.06
H 3.838657 2.286739 -3.886755 0.01 0.04 0.07
```
Forces are in eV/Å.

Entry from the Open Molecules 2025 dataset: C5H4IN2 as an isolated structure at a distorted geometry (wB97M-V/def2-TZVPD).

Calculated values
**Relative energy (zero: lowest compared OMol25 entry of this formula, charge and spin)**: 2.395 eV
**DFT total energy**: -16319.546 eV
**Net charge**: +1

XYZ file:
```
12
Properties=species:S:1:pos:R:3:forces:R:3
C 2.526892 -1.297796 1.954273 0.03 0.07 -0.19
C 1.667426 -0.865079 1.253282 -5.40 2.83 -2.99
C -1.715504 0.782279 -0.392989 0.06 0.05 -1.02
C 0.161741 -0.072276 0.283059 5.61 -2.95 2.88
C -0.940451 0.541649 -1.494231 -0.80 0.38 -0.43
N 0.235963 0.001299 -1.034241 -0.08 0.02 0.33
N -0.995128 0.383146 0.705422 0.21 -0.09 0.28
I -1.299545 0.855599 -3.515684 0.06 -0.07 0.56
H 3.342505 -1.674722 2.504726 0.36 -0.23 0.33
H -2.700899 1.194414 -0.325735 -0.16 0.08 0.07
H 1.020975 -0.289838 -1.604863 -0.03 -0.01 0.16
H -1.303976 0.441326 1.666981 0.15 -0.08 0.00
```
Forces are in eV/Å.

Entry from the Open Molecules 2025 dataset: a 2-piece molecular cluster, C7H9NO2S overall at a distorted geometry (wB97M-V/def2-TZVPD).

Calculated values
**Relative energy (zero: lowest compared OMol25 entry of this formula, charge and spin)**: 2.111 eV
**DFT total energy**: -23822.854 eV
**SMILES**: C/C(O)=C1\CC=CS1.N=C=O
**Net charge**: 0

XYZ file:
```
20
Properties=species:S:1:pos:R:3:forces:R:3
C -2.127376 -0.422481 -1.438613 -0.43 0.30 1.99
C -1.410367 0.598880 -0.577357 0.20 -0.51 -0.84
C -2.075928 -1.653352 -0.935784 0.89 0.00 -1.35
C -0.595491 -0.111863 0.471450 0.68 0.26 -0.22
C 2.934263 -0.884813 -1.123865 -1.40 0.35 0.39
C 0.772957 1.875920 1.610253 -1.02 -0.84 -1.76
C 0.400179 0.335808 1.264088 -0.91 3.33 0.56
N 1.812068 -0.721968 -1.470057 3.53 1.27 -1.34
O 4.031256 -0.900404 -0.767707 1.66 -0.31 0.16
O 1.099488 -0.458033 2.068806 -0.40 -3.03 0.00
S -0.765171 -1.870425 0.176861 0.30 -0.32 1.25
H -2.875113 0.124598 -1.966649 -0.59 -0.78 -1.26
H -2.306344 1.145172 -0.285057 0.64 0.93 0.77
H -2.423735 -2.594673 -1.304263 -0.81 -0.13 -0.26
H -0.200543 2.500791 1.598273 1.84 -0.89 0.25
H 1.404618 1.968388 2.506086 -0.95 -0.39 0.15
H 1.489869 2.264825 0.848878 -0.86 -0.23 0.02
H -0.760403 1.136161 -1.266558 -0.06 0.79 0.24
H 0.914320 -0.955736 -1.358873 -3.52 -1.32 0.63
H 0.681460 -1.376797 1.950084 1.22 1.52 0.63
```
Forces are in eV/Å.